[1]
An isolated molecule of C3H7NO3S, computed with ωB97M-V/def2-TZVPD.

Values from the calculation:
net charge	0
highest occupied orbital energy	-10.206	eV
structure (SMILES)	[H]/N=C(\C)OS(C)(=O)=O
frontier orbital gap	10.87	eV
maximum force	4.49	eV Å⁻¹

Each line ends with the Löwdin charge.
Positions of all 15 atoms, in Å:
C1 -0.92 -0.73 -0.25  -0.513
C2 -2.46 -0.44 0.05  0.043
C3 2.01 1.62 0.28  -0.135
N1 -0.34 -1.79 -0.55  0.151
O1 -0.18 0.34 -0.03  -0.154
O2 1.95 -0.36 -1.37  -0.272
O3 1.82 -0.90 1.03  -0.266
S1 1.47 -0.07 -0.06  0.648
H1 -2.79 0.44 -0.56  0.103
H2 -2.93 -1.30 -0.25  0.040
H3 -2.56 -0.38 1.07  0.050
H4 1.68 2.29 -0.54  0.072
H5 1.21 1.98 0.95  0.051
H6 2.99 1.92 0.76  0.100
H7 -0.93 -2.62 -0.54  0.083

---

[2]
A cluster of 2 separate species, C3H7NO4 in total, computed with ωB97M-V/def2-TZVPD.

Values from the calculation:
net charge	0
highest occupied orbital energy	-10.110	eV
structure (SMILES)	CC(=O)O.NC(=O)O
frontier orbital gap	10.65	eV
maximum force	4.17	eV Å⁻¹

Each line ends with the Löwdin charge.
Positions of all 15 atoms, in Å:
C1 -1.48 1.03 1.23  -0.647
C2 1.72 -0.46 -0.90  0.036
C3 0.61 -0.42 -1.94  -0.487
N1 -2.38 1.49 2.26  0.136
O1 -1.59 1.63 0.08  0.130
O2 -0.25 0.47 -2.02  0.070
O3 0.66 -1.41 -2.81  0.177
O4 -0.58 0.23 1.47  0.039
H1 1.34 -1.08 -0.11  0.098
H2 2.54 -0.99 -1.27  0.067
H3 2.07 0.40 -0.49  0.059
H4 -3.12 2.15 2.01  0.102
H5 -2.36 0.79 3.01  0.104
H6 -0.97 1.32 -0.58  0.062
H7 1.34 -1.92 -2.51  0.055

---

[3]
A cluster of 2 separate species, C3H7NO4 in total, computed with ωB97M-V/def2-TZVPD.

Values from the calculation:
net charge	0
highest occupied orbital energy	-9.777	eV
structure (SMILES)	NC(=O)O.O=CCO
frontier orbital gap	10.06	eV
maximum force	3.74	eV Å⁻¹

Each line ends with the Löwdin charge.
Positions of all 15 atoms, in Å:
C1 -0.35 -1.29 -0.18  -0.167
C2 1.30 -1.07 0.02  -0.186
O1 -1.18 -0.88 0.90  -0.093
O2 2.05 -1.81 -0.60  0.033
H1 -1.12 -1.56 1.59  0.118
H2 -0.73 -0.88 -1.12  0.101
H3 -0.48 -2.37 -0.32  0.115
H4 1.61 -0.69 1.01  0.122
C3 0.36 1.60 0.06  -0.673
N1 -0.48 1.73 -0.98  0.174
O3 -0.24 1.64 1.25  0.096
O4 1.61 1.51 -0.09  0.033
H5 -0.91 0.93 1.31  0.092
H6 -1.41 1.35 -0.94  0.110
H7 -0.05 1.78 -1.90  0.124

---

| no. | total energy (eV) |
| --- | --- |
| 1 | -21690.54325 |
| 2 | -12905.34691 |
| 3 | -12903.57501 |